(1)
Computed, not measured: a structure of composition C15H18MnN8O2 in a non-equilibrium geometry, with ωB97M-V/def2-TZVPD.

Element x y z (Å)
H  -4.9458  -1.8606  0.3173
H  5.0539  -3.0241  0.7234
C  1.3043  0.6502  0.7982
H  -3.0469  0.3367  -2.6448
H  -1.7712  -1.8954  -2.9806
C  0.4564  6.1269  0.0844
N  2.2978  4.3291  -0.4247
C  3.8097  -2.1385  -0.6724
H  1.8909  0.1555  -3.5613
N  -3.1224  -4.1346  -0.9742
N  -0.9832  0.7239  1.8026
C  4.8274  -3.1009  -0.3447
H  -0.5374  5.6578  -0.0045
H  5.7172  -2.8845  -0.9464
H  -5.5084  -3.4086  1.0143
H  0.9148  2.3031  -2.8593
H  0.4925  -1.8509  -3.8106
C  -4.0268  -3.5844  -0.4779
C  0.0887  -0.9442  -3.3302
O  1.9268  1.0749  1.6770
C  -1.2523  -0.9313  -2.9304
Mn  -0.5870  0.2513  -1.2681
H  -1.6124  2.4859  -2.4815
N  -1.7078  1.5444  2.6047
H  -3.0794  2.1568  -0.1134
C  -0.3071  -1.6780  0.8177
H  4.4293  -4.1001  -0.5747
H  -2.3343  2.0884  4.3727
C  0.2729  1.4154  -2.8733
N  3.0029  -1.3676  -0.9805
C  0.8472  0.1841  -3.2337
H  -0.8983  1.1898  4.3924
C  -1.9505  0.3171  -2.7435
C  -1.1577  1.5204  -2.7044
N  -1.4681  0.9791  0.5697
C  -5.1845  -2.9118  0.0880
N  -2.7172  2.1752  1.9784
C  -2.4910  1.8171  0.7171
O  -0.3330  -2.3138  1.7736
H  0.5421  6.5684  1.0877
N  -1.7926  1.3350  3.9587
H  -6.0112  -2.9502  -0.6392
H  0.5352  6.9429  -0.6518
C  1.4976  5.1361  -0.1619

Atomic forces in eV per Å
-0.100 -0.407 -0.157
0.114 -0.115 -0.192
2.787 2.080 2.557
0.541 -0.051 0.097
-0.223 0.429 0.392
-0.057 -0.768 -0.007
0.367 -0.647 -0.121
-0.880 0.952 -0.531
-0.038 0.021 0.525
0.535 0.003 -0.216
-0.973 1.827 1.113
0.121 -0.345 0.117
0.415 0.183 -0.045
-0.094 -0.177 0.186
-0.087 -0.196 -0.182
-0.300 -0.180 0.314
0.040 0.158 0.773
-1.291 0.376 0.538
-0.665 -1.695 -0.729
-2.424 -1.942 -3.691
-1.495 0.287 -1.025
3.195 -1.562 6.924
0.072 -0.133 -0.160
-0.634 -2.510 -1.090
-0.297 0.231 0.018
-0.376 -2.315 2.458
0.328 0.214 0.095
-0.115 0.046 0.130
-0.735 0.686 -0.406
-0.063 -0.366 0.197
1.367 1.578 -0.598
0.568 -0.132 0.176
-0.196 0.086 -1.349
-0.259 -0.174 -1.069
0.180 -0.246 -0.487
0.727 0.247 0.023
1.486 -0.452 -0.623
-0.930 0.834 0.255
0.222 2.201 -3.392
0.273 0.093 -0.106
-0.037 0.595 -1.123
-0.077 -0.169 0.086
0.162 0.065 0.084
-1.153 1.387 0.240

The expectation value of S² is 3.94. Its total charge is +4. The relative energy (zero: lowest compared OMol25 entry of this formula, charge and spin) comes out at 0.172 eV. As for the LUMO energy (alpha / beta): -17.4 / -19.1 eV. The max |F| is 0.15137 hartree/bohr. Its HOMO energy (alpha / beta) is -21.40 / -20.43 eV. Its spin multiplicity is 4.

Mulliken atomic charge list, values in e, 5 entries:
1 H 0.216
2 H 0.304
3 C 0.254
4 H 0.575
5 H 0.608

=====

(2)
Computed, not measured: an isolated molecule of C15H18N2O in a non-equilibrium geometry, with ωB97M-V/def2-TZVPD.

Element x y z (Å)
C  -5.1353  1.0693  -2.6888
H  2.2187  -0.7384  4.0026
C  -2.7770  -0.0070  0.1171
C  -3.3044  0.7099  -1.1164
H  -1.5573  -1.2414  2.4408
H  -1.6462  -2.2632  0.9102
H  -4.6932  2.6097  -4.2769
H  2.8664  -3.1644  2.4689
H  1.6594  0.1740  1.3407
H  2.0221  -2.3858  4.7000
H  0.3272  -2.9243  2.8830
H  -0.2489  1.5180  0.8602
C  0.9368  -0.2717  0.6704
N  -1.4890  -0.1876  0.6607
O  -3.5945  -0.6643  0.7687
H  1.5587  -0.5323  -0.1835
C  -2.5662  1.7202  -1.8025
C  2.6052  -1.7924  4.0045
H  -0.5963  0.2575  -1.9848
N  -1.3067  2.0335  -1.3742
C  -4.3672  2.0509  -3.3555
C  -3.1117  2.4040  -2.8955
H  -0.8472  2.9063  -1.7207
H  -6.0422  0.6149  -3.0406
H  -2.6441  3.2420  -3.4208
C  -4.5915  0.3774  -1.5993
C  -1.2028  -1.4035  1.3946
H  3.6766  -1.7850  4.2262
C  2.4088  -2.2254  2.6373
H  2.8528  -1.5428  1.9936
C  0.2855  -1.4595  1.3705
C  0.9162  -2.2519  2.3088
C  -0.2747  0.9826  -1.2222
H  0.7050  1.4604  -1.4107
C  -0.2606  0.5349  0.2868
H  -4.9853  -0.6068  -1.3211

Atomic forces in eV per Å
1.093 -0.704 0.220
0.410 -0.739 0.725
-0.323 -1.977 1.837
1.027 0.884 -0.378
0.042 -0.770 -0.725
-0.446 -0.181 0.148
-0.115 -0.892 1.120
0.373 -1.245 -0.352
-0.224 0.599 0.321
0.157 -0.037 0.355
-0.573 -0.530 0.472
-0.013 -0.974 -0.702
-0.151 -1.802 0.160
0.349 1.505 -2.621
-0.598 0.338 -0.879
-0.225 -0.354 -0.382
-0.509 -0.158 0.329
0.119 2.023 1.360
0.920 -0.617 0.557
2.572 1.746 0.104
-0.870 0.517 -0.349
-0.946 -0.111 -0.100
-1.322 -1.165 0.175
-0.392 0.503 -0.549
0.422 -0.499 0.416
1.283 -0.234 -0.758
-0.367 1.029 0.573
-0.230 0.007 0.463
-2.506 -0.987 -1.319
1.064 1.205 -1.382
2.394 -1.573 3.286
0.319 1.558 -2.523
-1.067 0.868 1.165
-0.449 -0.491 -0.245
-0.869 2.422 -0.998
-0.348 0.835 0.476

As for the SMILES: CC/C=C1\C[C@H]2CNc3ccccc3C(=O)N2C1. The relative energy (zero: lowest compared OMol25 entry of this formula, charge and spin) comes out at 3.169 eV. As for the LUMO energy: 0.6 eV. The max |F| is 0.08477 hartree/bohr. Its HOMO energy is -8.19 eV.

Mulliken atomic charge list, values in e, 5 entries:
1 C -0.739
2 H 0.228
3 C 0.517
4 C 0.237
5 H 0.287

=====

(3)
Computed, not measured: an isolated molecule of C15H18N2O2S2 in a non-equilibrium geometry, with ωB97M-V/def2-TZVPD.

Element x y z (Å)
C  3.2647  -1.8401  0.0195
H  -2.2172  -1.5853  2.1835
H  2.6264  -0.7545  1.7605
C  -1.6150  1.8838  0.6387
C  1.5689  -0.9916  -1.5848
C  -0.8045  -0.9535  -0.8074
H  2.0591  2.2221  -1.5331
C  2.3318  -1.6553  1.2107
C  -3.1035  1.6975  0.6476
H  3.7018  -0.8027  -1.8293
H  -0.9742  1.4137  2.6832
H  -3.5933  2.6765  0.5869
S  0.8618  2.0236  1.1884
H  3.0280  0.2139  -0.5480
H  -3.1663  1.1754  -1.3443
C  2.9682  -0.7689  -1.0219
C  0.5386  -1.1448  -0.5010
N  -1.0167  2.2609  -0.5259
H  1.4516  3.8646  -1.3418
C  -0.7566  1.7078  1.6776
C  0.2548  2.3837  -0.4186
H  1.2815  -0.1716  -2.2460
H  0.1835  -1.9376  2.7690
C  -1.7683  -1.1038  0.1650
H  -3.4280  1.1938  1.5594
H  2.4231  -2.4978  1.8995
H  1.5670  -1.9058  -2.1874
C  -1.4323  -1.4650  1.4544
C  -0.1000  -1.6594  1.7641
C  1.1563  2.8279  -1.5052
H  0.6349  2.7617  -2.4564
S  -3.4793  -0.7610  -0.2352
H  -1.1074  -0.6870  -1.8089
O  -3.8065  -1.3495  -1.4992
H  3.1111  -2.8270  -0.4214
H  4.3022  -1.7765  0.3515
N  -3.5605  0.8919  -0.4596
O  -4.2794  -1.0660  0.9132
C  0.8935  -1.4944  0.8028

Atomic forces in eV per Å
0.042 0.246 0.148
-0.050 -0.029 0.154
0.043 -0.023 0.044
0.345 0.010 0.851
0.185 0.086 -0.011
0.089 -0.062 0.014
0.094 -0.027 -0.085
0.160 -0.115 -0.094
0.112 0.287 0.368
0.006 0.079 0.010
-0.127 -0.127 0.230
0.007 -0.174 0.070
-0.494 0.183 -0.509
0.040 0.091 0.000
0.086 -0.065 -0.242
-0.038 -0.265 -0.167
-0.243 -0.016 0.019
-0.454 0.193 -0.715
0.045 0.034 -0.058
0.047 0.202 -0.213
0.557 -0.106 0.711
-0.036 -0.020 -0.048
0.023 -0.044 0.120
-0.655 -0.077 -0.064
0.003 0.241 0.077
-0.017 0.052 0.057
0.031 0.048 -0.079
-0.052 -0.135 0.126
-0.090 -0.007 -0.147
0.176 0.130 -0.118
0.000 -0.025 -0.038
-0.135 0.282 -0.336
0.049 0.060 -0.186
0.303 0.143 -0.099
0.044 -0.072 -0.030
0.003 -0.079 -0.013
-0.227 -0.974 -0.076
0.268 0.111 0.223
-0.138 -0.038 0.106

As for the SMILES: Cc1nc(CNS(=O)(=O)c2ccc3c(c2)CCCC3)cs1. The relative energy (zero: lowest compared OMol25 entry of this formula, charge and spin) comes out at 0.000 eV. As for the LUMO energy: 0.4 eV. The max |F| is 0.01950 hartree/bohr. Its HOMO energy is -8.88 eV.

Mulliken atomic charge list, values in e, 5 entries:
1 C -1.058
2 H 0.546
3 H 0.292
4 C 0.482
5 C -1.333

=====

(4)
Computed, not measured: an isolated molecule of C15H18N2O3, with ωB97M-V/def2-TZVPD.

Element x y z (Å)
C  3.0467  -0.3060  0.0257
H  -3.0468  -1.5868  2.0646
C  0.7662  -0.2565  -0.9817
C  -3.5770  0.6613  0.0772
C  3.7452  -0.7763  -1.0877
H  5.6938  0.0914  2.1146
N  -3.3796  1.8805  -0.4590
H  -1.8052  2.6853  -1.5550
H  1.1178  -0.5369  -1.9646
C  -1.0500  1.9750  0.3614
C  5.1491  -0.1524  1.2136
C  -2.1395  2.6285  -0.5111
H  3.2107  -1.0313  -1.9898
C  -2.4054  0.1224  0.8986
H  -4.8985  -3.1611  -0.1638
H  3.2539  0.3627  2.0506
H  -0.0661  2.2789  -0.0001
N  -1.1160  0.5313  0.3661
H  -2.4829  0.6054  1.8841
H  -2.3228  3.6520  -0.1671
C  3.7767  -0.0005  1.1766
C  5.8267  -0.6179  0.0992
O  -3.0643  -2.1062  -1.1363
H  1.1867  0.1602  1.0029
C  1.6027  -0.1226  0.0444
C  -3.3459  -2.0839  0.0344
C  5.1174  -0.9297  -1.0494
H  -1.1561  2.3174  1.3954
H  5.6398  -1.2972  -1.9211
C  -2.5418  -1.3933  1.1196
H  -1.5423  -1.8303  1.1494
O  -4.6271  0.0625  -0.0490
H  -4.1416  2.2332  -1.0236
H  6.8996  -0.7394  0.1254
O  -4.3653  -2.7696  0.5455
C  -0.7162  -0.0603  -0.9020
H  -1.2023  -1.0316  -1.0236
H  -1.0403  0.5419  -1.7647

Atomic forces in eV per Å
0.539 -0.078 0.024
0.139 0.021 -0.013
0.067 0.084 0.168
0.066 0.097 0.187
-0.063 0.028 0.085
0.033 0.017 0.062
-0.138 0.442 -0.272
-0.016 0.035 0.123
0.162 -0.040 -0.121
-0.112 0.261 -0.022
0.175 -0.012 0.025
0.391 0.070 -0.041
-0.054 -0.032 -0.095
-0.081 -0.240 -0.005
0.283 0.136 -0.088
-0.069 0.026 0.068
-0.043 0.083 0.057
-0.076 -0.094 0.088
-0.043 -0.080 -0.154
0.109 -0.078 -0.053
-0.171 -0.024 -0.139
0.075 0.017 0.072
0.032 -0.002 -0.131
-0.108 0.042 0.066
-0.446 0.047 -0.194
0.312 -0.208 -0.149
0.037 -0.022 -0.089
0.038 0.035 -0.044
0.028 -0.027 -0.062
-0.290 0.159 -0.086
-0.039 -0.021 0.024
-0.257 -0.050 0.133
0.007 -0.195 0.109
0.077 -0.010 0.004
-0.510 -0.351 0.419
0.041 -0.108 0.095
-0.023 0.140 -0.059
-0.069 -0.068 0.007

As for the SMILES: O=C(O)C[C@@H]1C(=O)NCCN1C/C=C/c1ccccc1. The relative energy (zero: lowest compared OMol25 entry of this formula, charge and spin) comes out at 1.275 eV. As for the LUMO energy: 0.7 eV. The max |F| is 0.01453 hartree/bohr. Its HOMO energy is -8.32 eV.

Mulliken atomic charge list, values in e, 5 entries:
1 C 0.826
2 H 0.374
3 C -0.616
4 C 0.432
5 C -0.370

=====

(5)
Computed, not measured: an isolated molecule of C15H18N2O3S2, with ωB97M-V/def2-TZVPD.

Element x y z (Å)
N  3.7425  -0.4103  0.6164
H  -0.1564  -0.3569  -0.3124
C  2.6937  1.5823  1.5979
C  3.0576  -1.0016  -0.4100
H  -5.8378  -0.4459  1.0474
H  0.6620  1.9037  1.0532
H  3.5701  2.1061  1.2027
S  -1.0062  2.5018  -0.5021
O  5.7899  0.3652  1.2791
H  0.6740  2.8681  -2.1292
H  -3.5072  -3.4922  0.2022
H  -5.8240  1.0138  0.0508
O  1.8878  -1.2884  -0.3629
H  2.1575  -0.5016  1.9303
C  3.0569  0.1026  1.7882
C  0.4719  2.0342  -1.4546
H  3.9306  -2.3049  -1.8903
C  5.0915  -0.1598  0.4618
N  1.5940  1.7729  0.6816
O  2.7947  1.5752  -1.2226
C  -4.1632  -2.6258  0.1875
H  -1.4829  -2.3661  -0.0482
H  3.7293  -0.0024  2.6420
C  -5.5013  -0.0226  0.1016
H  -3.7323  1.9915  -0.2291
C  -3.2527  1.0248  -0.1850
H  2.4214  2.0156  2.5606
H  -4.7330  -2.6054  1.1161
C  -1.8712  0.9560  -0.3027
H  3.6386  -0.6306  -2.4201
C  3.9605  -1.2589  -1.5875
C  -1.2284  -0.2679  -0.2399
C  -3.3716  -1.3651  0.0247
C  -4.0119  -0.1212  -0.0183
C  1.7374  1.7689  -0.6529
C  -1.9901  -1.4132  -0.0863
H  -4.8721  -2.7415  -0.6319
H  -5.9871  -0.5777  -0.7003
S  5.6335  -0.7808  -1.0985
H  0.2341  1.1582  -2.0590

Atomic forces in eV per Å
-0.290 0.017 0.586
0.120 0.008 0.010
0.304 -0.341 -0.066
0.304 -0.162 -0.153
-0.109 -0.023 0.048
0.115 0.067 -0.126
-0.097 0.004 0.152
-0.086 -0.058 -0.195
0.152 0.233 0.266
0.070 -0.107 0.019
-0.005 -0.073 0.007
-0.068 0.042 0.002
-0.263 -0.099 -0.070
0.130 0.069 0.045
-0.091 0.264 0.184
-0.375 0.134 0.165
-0.097 0.040 0.111
-0.007 -0.340 -0.500
-0.136 0.027 0.264
0.394 0.052 -0.319
-0.001 0.059 -0.006
0.028 -0.140 0.007
-0.089 -0.037 -0.073
0.040 -0.029 -0.005
-0.132 0.099 -0.047
0.111 -0.038 0.018
0.027 0.019 -0.046
-0.084 -0.080 0.051
0.268 0.237 -0.079
-0.105 -0.049 0.133
0.269 0.046 -0.300
-0.033 0.077 -0.048
0.101 0.024 -0.002
0.105 0.025 0.033
-0.486 0.133 0.136
-0.054 -0.002 0.006
-0.092 -0.088 -0.024
-0.117 -0.028 -0.023
0.173 -0.013 -0.149
0.107 0.028 -0.010

As for the SMILES: Cc1ccc(SCC(=O)NCCN2C(=O)CSC2=O)cc1C. The relative energy (zero: lowest compared OMol25 entry of this formula, charge and spin) comes out at 0.000 eV. As for the LUMO energy: 0.7 eV. The max |F| is 0.01271 hartree/bohr. Its HOMO energy is -8.30 eV.

Mulliken atomic charge list, values in e, 5 entries:
1 N 0.143
2 H 0.552
3 C -0.886
4 C 0.335
5 H 0.333

=====

(6)
Computed, not measured: an isolated molecule of C15H18N2O5S in a non-equilibrium geometry, with ωB97M-V/def2-TZVPD.

Element x y z (Å)
O  3.3999  3.3696  1.2447
H  0.7415  -3.9598  1.9270
C  -1.2169  -0.7908  -3.8338
O  -0.5243  0.2515  -1.9958
H  -0.8636  2.0731  1.1366
H  0.8449  -1.0470  -4.6460
C  -2.6059  0.3751  0.3701
H  -0.4768  -3.0788  2.8766
H  -3.2325  1.0213  -1.9614
H  5.2899  4.0155  1.2899
H  -1.8817  0.4251  2.4135
H  -2.4679  -1.4382  -0.5137
H  3.8527  0.6653  1.2217
N  -2.8195  -0.4929  -0.6347
C  0.4848  0.3902  1.1894
C  2.5016  2.3439  1.2204
H  1.5098  0.2241  -2.3249
S  -0.2118  -2.1541  0.7106
O  0.8096  -2.1939  -0.2861
H  5.0758  2.4996  0.3808
C  0.1618  1.7482  1.1770
O  -2.9314  1.5437  0.3520
C  0.1963  -0.6885  -3.8735
C  0.3724  -2.9833  2.2134
O  -1.4780  -2.7548  0.3808
H  5.0368  2.4869  2.1673
N  -0.5136  -0.5996  1.2124
H  2.1151  -1.0040  1.1823
H  -1.8526  -1.2377  -4.5704
H  -2.3805  -1.1949  1.8440
H  0.9026  3.7518  1.1873
C  2.8254  0.9937  1.2161
C  1.8271  0.0325  1.2099
C  0.5566  -0.0515  -2.7285
C  4.7709  3.0584  1.2717
C  1.1546  2.7035  1.1971
H  1.1563  -2.3939  2.6692
C  -2.9370  -0.0324  -2.0045
H  -3.6972  -0.6068  -2.5376
C  -1.8799  -0.2663  1.5670
C  -1.6068  -0.1974  -2.6706

Atomic forces in eV per Å
-0.339 0.004 -0.024
0.036 -0.149 -0.114
-0.357 0.301 0.529
-0.335 0.220 0.377
-0.169 0.021 -0.010
0.212 -0.054 -0.108
-0.128 -0.267 0.404
-0.148 0.019 0.131
-0.047 -0.188 -0.065
0.013 -0.099 -0.002
-0.010 -0.073 -0.145
-0.067 0.199 0.012
0.102 0.003 0.008
-0.218 -0.348 -0.268
0.810 0.332 0.042
-0.183 -0.017 -0.007
0.111 0.068 0.151
0.233 -0.442 0.561
0.196 0.208 0.174
-0.012 0.005 0.033
-0.056 -0.158 0.022
0.025 0.364 0.056
0.372 0.290 0.377
-0.294 0.388 -0.764
-0.162 -0.060 0.322
-0.011 0.007 -0.041
-0.119 -1.025 -0.331
0.138 -0.008 0.037
-0.205 -0.108 -0.100
-0.119 0.192 0.078
-0.054 0.128 0.000
0.206 0.193 0.013
-0.068 0.164 0.021
0.434 -0.336 -0.789
0.194 -0.044 0.010
0.347 -0.012 0.025
0.149 0.140 0.037
0.229 0.292 0.086
0.097 0.126 -0.031
-0.361 0.160 -0.001
-0.441 -0.436 -0.706

As for the SMILES: COc1ccc(N(CC(=O)NCc2ccco2)S(C)(=O)=O)cc1. The relative energy (zero: lowest compared OMol25 entry of this formula, charge and spin) comes out at 2.680 eV. As for the LUMO energy: 0.5 eV. The max |F| is 0.02106 hartree/bohr. Its HOMO energy is -8.09 eV.

Mulliken atomic charge list, values in e, 5 entries:
1 O -0.465
2 H 0.403
3 C -0.724
4 O 0.009
5 H 0.463